1.
This record from OMol25 describes a molecular structure, C36H55O4RuS3Se. The level of theory is the ωB97M-V functional and the def2-TZVPD basis.

Element x y z (Å)
Ru -0.25 -0.24 0.27
C 2.16 -1.69 -1.88
C 1.66 -3.00 -1.28
S -0.13 -2.95 -0.99
C -0.32 -3.95 0.51
C -1.18 -3.20 1.52
S -0.39 -1.68 2.14
C 3.33 -1.36 1.76
C 3.72 -1.06 0.33
S 2.39 -0.34 -0.69
H 1.45 -1.29 -2.60
H 3.11 -1.84 -2.38
H 2.15 -3.21 -0.33
H 1.89 -3.82 -1.97
H 0.66 -4.16 0.93
H -0.79 -4.90 0.25
H -1.36 -3.84 2.39
H -2.15 -2.96 1.09
H 2.49 -2.05 1.83
H 4.19 -1.83 2.27
H 4.04 -1.97 -0.18
H 4.55 -0.36 0.30
C -4.79 3.38 -5.05
C -5.16 2.00 -4.48
C -6.37 2.19 -3.55
C -5.57 1.07 -5.62
C -3.96 1.41 -3.74
C -3.99 1.07 -2.40
C -2.84 0.58 -1.78
Se -2.91 0.35 0.13
C -2.55 2.21 0.51
C -3.61 3.09 0.38
C -3.38 4.46 0.44
C -2.06 4.86 0.65
C -0.98 4.00 0.82
C -1.23 2.61 0.74
O -0.25 1.71 0.88
C 0.41 4.55 1.17
C 0.53 6.06 0.91
C 0.60 4.30 2.67
C 1.52 3.87 0.35
C -4.48 5.50 0.25
C -4.54 6.41 1.49
C -5.85 4.85 0.06
C -4.16 6.35 -0.99
C -1.63 0.38 -2.45
O -0.56 -0.08 -1.83
C -1.61 0.69 -3.84
C -2.76 1.20 -4.42
C -0.36 0.42 -4.68
C -0.53 0.85 -6.14
C -0.10 -1.10 -4.68
C 0.85 1.19 -4.13
H -5.64 3.81 -5.57
H -3.96 3.31 -5.75
H -4.49 4.06 -4.24
H -7.20 2.62 -4.11
H -6.13 2.86 -2.72
H -6.70 1.23 -3.14
H -6.42 1.49 -6.17
H -5.86 0.09 -5.24
H -4.76 0.93 -6.33
H -4.88 1.20 -1.81
H -4.60 2.70 0.21
H -1.86 5.92 0.70
H -0.09 6.65 1.58
H 0.27 6.31 -0.12
H 1.56 6.36 1.08
H -0.09 4.93 3.25
H 1.62 4.55 2.98
H 0.39 3.27 2.93
H 1.29 3.90 -0.71
H 1.66 2.83 0.63
H 2.46 4.40 0.51
H -4.77 5.83 2.38
H -5.32 7.17 1.36
H -3.60 6.93 1.65
H -6.13 4.24 0.92
H -5.87 4.22 -0.83
H -6.60 5.63 -0.06
H -3.21 6.86 -0.89
H -4.94 7.10 -1.14
H -4.12 5.72 -1.88
H -2.73 1.45 -5.47
H -1.35 0.32 -6.63
H 0.39 0.61 -6.68
H -0.70 1.92 -6.22
H -0.86 -1.60 -5.29
H -0.16 -1.52 -3.68
H 0.87 -1.33 -5.11
H 0.66 2.26 -4.19
H 1.74 0.97 -4.72
H 1.05 0.95 -3.09
C 3.49 2.11 2.94
O 3.68 0.93 2.16
C 2.97 -0.13 2.56
O 2.17 -0.10 3.45
H 4.01 2.91 2.40
H 3.91 1.98 3.93
H 2.43 2.34 3.02

Computed properties:
- HOMO energy (alpha / beta): -7.2515 / -7.4062 eV
- Total energy: -146849.103 eV
- Multiplicity: 6
- Relative energy (zero: lowest compared OMol25 entry of this formula, charge and spin): 0.0000 eV
- Orbital gap (alpha / beta): 7.56 / 6.32 eV

2.
This record from OMol25 describes a molecular structure, C36H56AsClF6N4O11P2Ti in a non-equilibrium geometry. The level of theory is the ωB97M-V functional and the def2-TZVPD basis.

Element x y z (Å)
Ti 1.17 0.45 -0.49
C -2.53 -2.87 -0.66
C -1.35 -3.72 -0.23
C -1.69 -5.19 -0.11
O -0.29 -3.59 -1.23
P 0.90 -2.55 -1.02
O 0.46 -1.39 -0.20
C 1.33 -2.20 -2.74
P 0.41 -0.73 -3.30
O 0.14 0.33 -2.28
O -1.01 -1.22 -3.78
C -1.38 -1.78 -5.07
C -0.52 -2.97 -5.48
C -2.84 -2.15 -4.95
O 1.24 -0.28 -4.55
C 0.90 0.96 -5.28
C 1.73 2.10 -4.73
C 1.17 0.68 -6.73
O 2.09 -3.27 -0.30
C 2.66 -4.53 -0.80
C 4.12 -4.26 -1.13
C 2.47 -5.57 0.27
H -3.25 -2.79 0.16
H -3.03 -3.33 -1.52
H -2.19 -1.88 -0.94
H -0.97 -3.35 0.72
H -1.95 -5.59 -1.10
H -2.55 -5.31 0.55
H -0.86 -5.77 0.29
H 1.05 -3.06 -3.35
H 2.39 -2.00 -2.84
H -1.27 -0.98 -5.81
H -0.61 -3.78 -4.75
H 0.52 -2.68 -5.60
H -0.88 -3.34 -6.45
H -2.96 -2.96 -4.22
H -3.22 -2.49 -5.91
H -3.43 -1.29 -4.62
H -0.16 1.17 -5.12
H 2.79 1.87 -4.83
H 1.50 2.27 -3.68
H 1.51 3.02 -5.29
H 2.23 0.43 -6.87
H 0.94 1.57 -7.33
H 0.57 -0.15 -7.10
H 2.12 -4.83 -1.70
H 4.65 -3.95 -0.23
H 4.21 -3.48 -1.88
H 4.58 -5.17 -1.51
H 2.98 -5.27 1.19
H 2.89 -6.53 -0.07
H 1.41 -5.72 0.48
O 1.64 2.15 -0.65
C 2.74 2.70 -1.18
C 3.73 1.93 -1.85
C 4.82 2.57 -2.44
C 5.82 1.85 -3.06
C 5.77 0.46 -3.10
C 4.69 -0.19 -2.54
C 3.63 0.50 -1.95
O 2.58 -0.16 -1.47
N 6.93 2.56 -3.70
O 7.84 1.93 -4.15
O 6.99 3.75 -3.62
H 2.86 3.77 -1.09
H 4.91 3.65 -2.40
H 6.58 -0.08 -3.55
H 4.66 -1.28 -2.51
F 1.27 0.30 1.61
As 2.92 0.51 2.50
F 2.76 -1.12 2.97
F 3.63 0.02 1.04
F 4.42 0.74 3.23
F 2.82 2.14 1.98
F 2.04 0.98 3.91
C -4.70 3.38 5.71
C -4.28 3.76 4.28
C -4.03 5.27 4.24
C -5.45 3.42 3.34
C -3.00 2.96 3.84
O -3.29 1.57 3.67
C -1.88 3.09 4.88
C -0.74 2.11 4.60
C -1.16 0.71 4.82
C -1.63 0.29 6.10
C -1.95 -1.01 6.32
C -1.80 -1.95 5.25
Cl -2.19 -3.56 5.53
C -1.34 -1.56 3.98
C -1.03 -0.26 3.76
C -2.51 3.51 2.45
N -2.02 2.54 1.48
C -0.76 2.23 1.17
N -0.75 1.34 0.20
C -2.07 1.16 -0.08
N -2.88 1.86 0.68
H -5.71 3.75 5.90
H -4.05 3.84 6.46
H -4.72 2.29 5.88
H -4.92 5.78 4.63
H -3.87 5.64 3.23
H -3.18 5.57 4.87
H -6.37 3.85 3.74
H -5.60 2.34 3.24
H -5.31 3.82 2.33
H -3.78 1.27 4.46
H -2.29 2.90 5.87
H -1.48 4.11 4.90
H 0.08 2.33 5.30
H -0.34 2.22 3.61
H -1.71 1.00 6.92
H -2.30 -1.34 7.29
H -1.22 -2.29 3.19
H -0.67 0.05 2.78
H -1.71 4.23 2.63
H -3.33 4.01 1.96
H 0.13 2.68 1.60
H -2.43 0.52 -0.87

Computed properties:
- HOMO energy (alpha / beta): -7.5103 / -10.0839 eV
- Total energy: -198085.197 eV
- Multiplicity: 4
- Net charge: +1
- Orbital gap (alpha / beta): 4.15 / 3.23 eV

3.
This record from OMol25 describes a molecular structure, C36H56AsGe2MnN2S. The level of theory is the ωB97M-V functional and the def2-TZVPD basis.

Element x y z (Å)
Mn 0.49 0.12 -0.19
S -1.97 2.05 3.10
C -1.55 0.53 3.73
C -0.87 -0.23 2.82
C -0.65 0.40 1.56
C -1.21 1.66 1.59
C -1.17 2.60 0.48
C -1.90 3.79 0.45
C -1.79 4.62 -0.64
C -0.97 4.25 -1.69
C -0.29 3.06 -1.60
N -0.38 2.24 -0.55
H -1.83 0.26 4.74
H -0.52 -1.22 3.07
H -2.54 4.05 1.28
H -2.35 5.55 -0.68
H -0.85 4.88 -2.57
H 0.36 2.73 -2.39
C -0.52 1.70 -4.79
C 0.76 1.18 -4.15
Ge 0.51 -0.34 -2.91
C 2.30 -1.03 -2.47
C 2.95 -1.70 -3.68
C -0.54 -1.74 -3.74
C -1.47 -2.27 -2.94
Ge -1.61 -1.28 -1.23
C -3.07 0.05 -1.34
C -3.10 0.84 -2.64
C -1.89 -2.52 0.30
C -3.11 -3.42 0.12
C -2.34 -3.40 -3.29
C -1.80 -4.63 -3.66
C -2.62 -5.70 -3.98
C -4.00 -5.55 -3.95
C -4.55 -4.32 -3.60
C -3.73 -3.26 -3.26
H -0.30 2.45 -5.56
H -1.18 2.16 -4.06
H -1.09 0.90 -5.27
H 1.33 1.98 -3.68
H 1.42 0.75 -4.90
H 2.22 -1.73 -1.65
H 2.91 -0.19 -2.12
H 2.30 -2.48 -4.09
H 3.90 -2.17 -3.41
H 3.16 -0.99 -4.48
H -0.45 -2.04 -4.78
H -2.99 0.70 -0.48
H -4.00 -0.52 -1.22
H -2.15 1.38 -2.79
H -3.90 1.58 -2.64
H -3.24 0.19 -3.51
H -1.98 -1.90 1.19
H -0.99 -3.12 0.43
H -4.01 -2.84 -0.10
H -3.30 -3.97 1.05
H -2.97 -4.14 -0.68
H -0.72 -4.75 -3.69
H -2.19 -6.65 -4.26
H -4.64 -6.38 -4.20
H -5.63 -4.20 -3.58
H -4.17 -2.31 -2.98
C 2.79 3.80 2.39
C 3.21 2.33 2.52
C 4.73 2.19 2.65
C 2.49 1.67 3.72
C 2.78 1.63 1.32
N 2.36 1.06 0.42
H 3.10 4.34 3.28
H 1.71 3.89 2.29
H 3.26 4.27 1.53
H 5.06 2.70 3.55
H 5.24 2.64 1.79
H 5.03 1.14 2.72
H 2.79 2.18 4.63
H 2.77 0.62 3.81
H 1.41 1.74 3.61
C 4.42 -2.15 0.20
C 3.64 -2.47 1.47
As 1.69 -2.56 1.19
C 1.54 -4.33 0.30
C 1.43 -4.29 -1.22
C 1.16 -3.14 3.00
C 1.79 -4.44 3.50
H 5.49 -2.09 0.40
H 4.11 -1.19 -0.23
H 4.27 -2.92 -0.57
H 3.81 -1.69 2.22
H 3.98 -3.41 1.90
H 0.66 -4.81 0.73
H 2.40 -4.94 0.61
H 0.64 -3.62 -1.54
H 1.20 -5.28 -1.61
H 2.36 -3.97 -1.69
H 0.08 -3.23 2.99
H 1.41 -2.31 3.67
H 1.47 -5.29 2.90
H 1.48 -4.64 4.53
H 2.88 -4.40 3.49

Computed properties:
- HOMO energy (alpha / beta): -10.4635 / -10.6227 eV
- Total energy: -257240.894 eV
- Multiplicity: 6
- Net charge: +1
- Relative energy (zero: lowest compared OMol25 entry of this formula, charge and spin): 0.5727 eV
- Orbital gap (alpha / beta): 8.12 / 7.19 eV

4.
This record from OMol25 describes a molecular structure, C36H56BN7O3RhSTe in a non-equilibrium geometry. The level of theory is the ωB97M-V functional and the def2-TZVPD basis.

Element x y z (Å)
Rh 1.36 -0.01 -0.67
C 1.96 1.93 -3.44
C 0.62 2.60 -3.26
C 0.83 4.11 -3.15
C -0.26 2.17 -2.10
C -1.49 2.78 -1.88
C -2.04 2.24 -0.74
C -3.27 2.76 -0.04
C -4.41 1.78 0.17
C -2.87 3.47 1.26
N -1.19 1.30 -0.30
N -0.08 1.27 -1.10
B -1.20 0.41 0.94
N 0.05 0.80 1.78
N 1.29 0.90 1.19
C 2.11 1.41 2.14
C 1.40 1.61 3.31
C 0.10 1.22 3.05
C -1.06 1.15 4.00
C -1.04 2.32 4.98
C -1.02 -0.20 4.73
C 3.53 1.82 1.92
C 4.32 1.88 3.22
C 3.58 3.17 1.18
N -1.02 -1.05 0.57
N 0.27 -1.39 0.28
C 0.35 -2.74 0.28
C -0.92 -3.24 0.55
C -1.76 -2.16 0.72
C -3.24 -2.24 0.96
C -3.72 -1.67 2.30
C -3.98 -1.67 -0.25
C 1.60 -3.54 0.14
C 1.89 -4.25 1.46
C 2.77 -2.69 -0.29
H 2.38 2.22 -4.41
H 2.65 2.29 -2.67
H 1.89 0.84 -3.43
H 0.02 2.40 -4.15
H 1.34 4.36 -2.21
H 1.46 4.46 -3.97
H -0.10 4.67 -3.18
H -1.93 3.56 -2.49
H -3.64 3.53 -0.73
H -4.17 1.01 0.91
H -5.29 2.32 0.53
H -4.69 1.28 -0.76
H -2.45 2.76 1.98
H -2.14 4.25 1.08
H -3.75 3.92 1.72
H -2.21 0.57 1.54
H 1.78 2.01 4.24
H -1.99 1.19 3.43
H -0.19 2.24 5.66
H -0.99 3.28 4.46
H -1.95 2.31 5.58
H -0.11 -0.28 5.33
H -1.88 -0.29 5.40
H -1.05 -1.03 4.03
H 4.01 1.06 1.30
H 3.96 2.70 3.85
H 4.24 0.96 3.79
H 5.37 2.07 3.02
H 3.12 3.94 1.80
H 4.61 3.46 0.98
H 3.03 3.13 0.24
H -1.19 -4.29 0.60
H -3.44 -3.31 0.99
H -3.68 -0.58 2.34
H -4.76 -1.97 2.45
H -3.14 -2.06 3.13
H -3.61 -0.68 -0.51
H -3.84 -2.31 -1.12
H -5.05 -1.59 -0.05
H 1.41 -4.29 -0.63
H 2.04 -3.54 2.27
H 1.08 -4.92 1.74
H 2.80 -4.85 1.37
H 2.95 -1.91 0.47
H 3.68 -3.29 -0.37
H 2.59 -2.25 -1.27
C 5.34 -0.67 -0.09
Te 4.06 0.61 -1.19
C 4.38 -0.42 -3.01
H 5.24 -1.68 -0.48
H 5.08 -0.65 0.96
H 6.35 -0.30 -0.23
H 5.44 -0.36 -3.25
H 3.79 0.06 -3.79
H 4.07 -1.46 -2.90
O 0.31 -4.82 -4.51
S -0.13 -4.27 -3.27
O -0.36 -5.14 -2.15
N 0.90 -3.07 -2.79
C 0.29 -1.94 -2.74
O 0.85 -0.81 -2.42
C -1.15 -1.94 -3.14
C -2.05 -0.90 -3.17
C -3.35 -1.17 -3.59
C -3.72 -2.46 -3.97
C -2.81 -3.51 -3.92
C -1.53 -3.22 -3.50
H -1.76 0.10 -2.88
H -4.08 -0.37 -3.63
H -4.73 -2.65 -4.30
H -3.09 -4.52 -4.22

Computed properties:
- HOMO energy: -11.5270 eV
- Total energy: -76623.882 eV
- Net charge: +1
- Orbital gap: 6.91 eV

Which value of total energy does entry 3 give?
-257240.894 eV